83
Properties=species:S:1:pos:R:3:forces:R:3 method="wB97M-V/def2-TZVPD" relative_energy_kcal_mol=18.30 charge=-1 spin_multiplicity=3
C -1.25964 4.69631 2.15748 -0.146 -0.053 0.065
C -5.14788 2.31402 -2.57327 -0.057 0.090 0.024
C 1.01614 -6.16845 1.98036 0.037 -0.004 0.005
H 1.36715 5.33844 2.83767 -0.010 -0.015 -0.050
N -3.83745 -1.75570 0.42732 -1.562 -0.612 -0.870
C 5.17640 -2.37828 -1.44410 -0.005 -0.009 -0.060
H -3.09955 2.51330 0.30085 -0.003 -0.027 0.013
H 3.38443 1.96103 0.95609 0.058 -0.035 0.047
C -0.33262 -1.39115 -3.87346 -0.034 0.021 -0.014
C 0.49200 -6.08329 0.70045 0.060 -0.074 -0.022
C 4.31458 -3.38831 -1.77298 0.076 -0.028 -0.059
O 2.48055 0.96562 3.21955 -0.062 0.329 -0.013
C -2.07856 -2.72702 -2.90738 -0.108 -0.074 -0.023
H 1.62353 4.96028 -0.79571 0.028 0.041 0.007
N -1.28900 0.64848 1.06184 0.274 -1.334 0.099
H -0.01591 -4.80155 -0.93538 -0.034 0.005 0.005
H 1.69302 -2.88193 2.48443 -0.005 -0.039 0.078
H 0.78121 6.03749 0.33885 -0.016 -0.023 0.014
C -0.16646 -2.11964 -1.58152 -0.215 -0.050 0.073
C 2.50776 -2.21743 -0.70196 -0.106 -0.176 -0.038
H -3.12799 1.91973 -3.16967 0.051 -0.009 0.034
C -6.21588 1.88587 -1.79830 0.055 0.082 -0.095
H 6.22384 -2.43869 -1.71845 0.005 0.010 -0.028
O 1.21525 2.60135 -0.54706 -0.055 0.143 0.148
H -5.24148 3.20135 -3.18559 0.002 -0.008 -0.029
N 1.00339 1.98040 1.69849 0.256 -0.284 -0.333
H 0.08105 -0.85702 -4.71903 0.012 0.032 0.007
C -2.32549 2.84401 0.97948 0.184 -0.546 -0.011
C 0.80667 -3.70174 0.72000 -0.502 0.260 0.422
C 5.56798 -0.13074 -0.49648 0.147 0.042 0.003
H -6.90970 0.44146 -0.37269 -0.018 -0.010 -0.011
H -7.15104 2.43218 -1.81620 0.003 -0.013 0.047
C -0.28221 2.34458 2.35878 -0.393 0.093 0.011
C 2.82697 -0.01116 0.31228 -0.379 0.036 0.343
C -6.08545 0.76432 -0.99934 0.112 -0.191 0.127
H 1.27872 -0.86905 -2.55419 0.002 0.024 -0.055
H -1.81976 -3.28081 -0.85068 -0.057 -0.007 0.073
H -3.04156 -3.21514 -2.98931 0.001 -0.035 -0.001
H -2.06736 -2.05980 -4.94490 -0.037 0.029 0.004
C -2.21609 4.22650 1.34040 0.104 0.497 0.190
C 3.35716 -1.14872 -0.36883 0.234 0.075 -0.120
H 2.82006 3.67778 4.03314 0.007 -0.076 0.085
H -0.38322 3.86665 3.90631 -0.008 -0.055 -0.057
C -2.71721 -1.13912 0.81508 2.149 0.041 1.571
C 0.39038 -4.85403 0.06535 -0.070 0.043 0.044
C 1.59573 5.31557 0.23246 -0.009 -0.056 -0.066
H 1.88559 -5.08694 3.61706 -0.012 0.025 0.010
H -2.89973 -0.09866 -1.77572 0.042 -0.002 -0.053
H -2.93392 4.91592 0.90983 0.011 0.025 -0.006
H 5.68331 1.84356 0.28090 -0.006 0.000 0.020
H -1.19902 5.75412 2.39158 -0.075 0.048 -0.052
C 2.17506 3.35679 3.23203 -0.054 0.345 -0.085
N -4.84182 -1.13046 -0.22882 0.585 0.072 0.572
C -1.54219 -2.06257 -3.99815 -0.006 0.024 -0.021
H 2.54116 5.80686 0.47817 0.001 0.024 -0.040
C 1.22750 4.29760 2.54567 -0.021 -0.480 0.141
H 4.66473 -4.25310 -2.32390 0.028 -0.003 0.033
C 4.72251 -1.22472 -0.76652 -0.142 0.017 0.044
H 1.08503 -7.12885 2.47564 -0.002 -0.004 0.002
C 5.04918 0.98432 0.09470 0.051 -0.085 -0.038
N 1.39440 4.17978 1.08942 -0.230 0.044 0.224
Pt 0.84815 0.02857 0.87656 -0.038 -0.637 -0.367
C 0.34373 -1.40412 -2.66638 -0.006 -0.092 0.041
C 1.36348 -3.79276 1.99530 -0.202 0.182 -0.065
C -3.95659 1.59863 -2.55179 0.003 -0.006 -0.054
N -2.38477 0.11309 0.54464 -0.604 0.692 -0.267
C -0.24103 3.82103 2.82237 0.099 0.264 -0.139
H 0.16491 -6.98032 0.18908 -0.029 0.012 0.000
C -1.38006 1.95370 1.40261 -0.402 0.577 0.085
S -1.87258 -2.10264 1.99571 -0.193 0.196 -0.472
C 3.69856 1.04111 0.48789 -0.154 -0.018 0.065
C 2.04655 2.05468 2.84180 0.476 -0.320 0.793
C 1.46080 -5.02051 2.62362 0.081 -0.071 0.025
C 2.96338 -3.30786 -1.39838 -0.127 0.113 0.027
H 6.61401 -0.18959 -0.77483 0.012 0.032 -0.029
C -1.39413 -2.76463 -1.70010 0.094 0.093 0.004
H 2.28950 -4.11392 -1.66018 -0.002 -0.027 0.020
C -4.88474 0.04578 -0.96758 -0.047 0.469 -0.381
C 1.22118 2.93534 0.62207 0.146 0.338 -0.800
C -3.81708 0.46802 -1.76994 -0.177 -0.166 0.009
H -5.73083 -1.49374 0.07476 -0.013 -0.130 -0.209
P 0.80551 -2.04324 -0.04364 0.851 0.380 -0.518
H -0.36226 1.68176 3.22435 0.095 0.019 -0.103